No. 1
C21H26Br3N5 as an isolated structure. Source: the OMol25 dataset; level of theory: ωB97M-V/def2-TZVPD.

Each line ends with the Löwdin charge.
Element x y z (Å)
Br -0.952618 0.836233 0.984530  0.597
Br -0.974459 0.156845 -2.091145  0.590
Br 1.488263 -0.525016 -0.279108  0.567
N 1.062697 1.273655 4.090251  -0.010
N -2.779625 -3.049739 -0.320776  -0.020
N 3.465420 -0.851377 3.315660  0.048
N -2.579007 5.862370 -3.821606  0.007
N 0.208364 -2.921042 -3.426591  0.014
C -0.456419 -0.439928 -0.333128  -1.593
C 1.609948 1.175910 5.351506  -0.147
C 2.786889 1.957080 5.391531  -0.105
C -1.851971 -3.432212 1.606572  -0.107
C -3.349685 6.001608 -4.990485  -0.122
C -0.047395 -5.070020 -3.161264  -0.146
C -2.848727 -2.515021 1.775953  -0.154
C -2.417129 7.099061 -3.264132  -0.159
C 1.757147 2.165904 3.350547  -0.164
C -2.868440 8.016423 -4.141582  -0.131
C -1.808179 -3.780553 0.244048  -0.117
C 3.071878 -2.179107 3.061235  -0.139
C -3.433710 7.348306 -5.260949  -0.112
C 4.762677 -1.719266 1.699018  -0.108
C -1.318404 -4.538424 -3.398391  -0.129
C 4.469935 -0.610857 2.460723  -0.167
C 3.900188 -2.731033 2.149764  -0.126
C -3.476795 -2.285755 0.574773  -0.130
C 0.907102 -4.091195 -3.159260  -0.098
C -1.126546 -3.188631 -3.585343  -0.176
C 2.859694 2.604130 4.103588  -0.103
H -3.634435 5.131613 -5.564917  0.099
H 1.639091 2.277683 2.271705  0.095
H 3.831509 -3.710480 1.748436  0.088
H 1.214755 0.524975 6.177231  0.126
H -3.066285 -3.019411 -1.300761  0.146
H 5.073091 0.273260 2.488348  0.106
H -1.205570 -4.400444 -0.379860  0.100
H -0.867240 -1.429553 -0.147757  -0.052
H -1.832385 -2.410551 -3.882550  0.096
H -4.239192 -1.605762 0.196227  0.117
H -1.275351 -3.906167 2.349181  0.083
H 0.157075 -6.084960 -2.962895  0.082
H -1.894380 7.269891 -2.354262  0.102
H -2.219224 -5.192052 -3.527204  0.115
H 1.922547 -4.074106 -2.829973  0.105
H -3.718516 7.795610 -6.225748  0.101
H 3.606789 3.305498 3.692374  0.099
H 5.566179 -1.904590 1.133637  0.051
H 3.262533 2.194943 6.350943  0.095
H -3.299767 -2.131023 2.698259  0.106
H 0.565000 -2.020623 -3.299242  0.069
H 2.550754 -2.624552 3.866676  0.092
H -2.725123 9.093277 -4.128499  0.096
H -2.668818 5.092797 -3.213114  0.121
H 0.102559 1.134910 3.952781  0.102
H 3.093316 -0.148531 3.965033  0.103

Atomic forces in eV per Å
-0.647 0.150 0.340
-0.329 -0.032 -0.060
-0.060 -0.469 -0.003
0.527 0.104 1.305
-1.746 0.931 -2.051
-0.182 -0.963 -0.686
-1.571 0.512 -0.595
-0.326 -1.524 0.030
1.036 0.173 -0.259
1.298 0.098 0.936
-1.995 -0.017 -0.222
1.226 -1.611 -1.638
1.094 0.227 0.213
0.928 -0.546 0.420
-2.737 1.620 1.379
0.492 0.253 -0.338
2.380 0.671 -0.092
-0.054 1.489 -0.979
-0.095 0.682 1.272
-0.104 1.302 2.193
-0.047 -0.721 -0.499
-2.405 0.582 2.484
-0.947 -0.455 -0.693
1.588 0.566 -0.815
-0.429 0.275 -0.697
0.853 -0.074 -0.633
-1.605 0.976 0.110
-0.467 0.252 -0.118
-0.542 -0.215 -0.493
0.046 0.131 0.076
-0.427 0.095 0.533
0.020 -0.729 0.018
0.148 0.904 -1.256
0.707 -0.422 0.452
-0.239 0.564 0.049
0.379 -0.396 0.055
-0.049 0.185 0.143
0.392 -0.279 0.238
0.179 -0.315 0.509
0.634 -0.226 0.731
0.179 -0.966 0.129
0.214 -0.183 0.524
0.853 1.181 0.143
0.354 -0.044 -0.170
-0.149 -0.291 0.836
-0.451 -0.618 0.554
2.742 -0.124 -2.309
0.274 -0.313 -0.827
0.748 -0.123 -0.234
0.583 1.365 0.003
-1.111 -0.617 0.089
-0.078 -0.274 0.388
0.055 -1.149 0.377
-1.239 -0.778 -0.473
0.101 -0.815 -0.390

Kohn-Sham gap: 7.93 eV
HOMO level: -8.0 eV
lowest unoccupied orbital energy: -0.0018 Eh



No. 2
A 14-piece molecular cluster, C4H38N2O15 overall. Source: the OMol25 dataset; level of theory: ωB97M-V/def2-TZVPD.

Each line ends with the Löwdin charge.
Element x y z (Å)
O -2.704866 2.895466 2.460380  -0.055
O 2.136288 -2.282022 2.330613  -0.129
O -1.797550 2.770694 -1.703756  -0.095
O 2.858521 2.225007 0.969721  -0.085
O 0.826864 -4.373532 0.358920  -0.081
O 0.922325 2.431106 -2.045181  -0.126
O 3.638069 3.199267 -2.977137  -0.094
O -1.722584 -3.635284 1.322838  -0.065
O -1.548748 4.421150 0.345115  -0.110
O 3.553107 -1.488498 -1.231536  -0.120
O -1.593655 -2.915206 -2.695591  -0.085
O 1.292660 -3.120159 -2.223120  -0.088
O -0.272928 -1.645428 3.442405  -0.072
O -2.847877 -1.484318 0.127104  -0.064
O 0.090768 -2.425159 -4.798371  -0.095
N -2.061704 0.119698 1.652174  -0.078
N 0.440186 2.490858 1.067792  -0.053
C -0.779836 0.240532 1.019118  -0.242
C 0.184132 1.173490 1.760551  -0.197
C -3.168792 -0.293498 0.810991  -0.268
C 1.786873 2.988876 1.459027  -0.292
H 0.486155 2.417448 0.055986  0.055
H -0.783254 -2.636032 -2.222909  -0.003
H 0.202164 -1.164693 2.745718  -0.008
H -2.159107 3.595426 -2.085771  0.069
H -2.283684 2.036515 2.543842  -0.004
H 0.409237 -3.216720 -4.369048  0.004
H 4.036154 -1.355978 -0.405711  -0.010
H -3.322500 -2.281504 0.351364  0.074
H 1.094621 -3.395661 -1.325143  -0.018
H -1.525423 -3.574382 2.269530  0.050
H 0.946018 1.459047 -2.163665  0.024
H -1.904821 -2.104291 -3.086632  0.018
H 1.727504 -2.940106 1.726455  0.002
H 1.178624 0.686349 1.751911  0.096
H -2.269394 4.665241 0.948876  0.038
H -1.111107 3.780532 0.961247  0.013
H 2.707646 2.946954 -3.026046  -0.011
H 3.020866 2.468453 0.053566  0.062
H 2.115990 -2.635875 -2.113218  -0.005
H 0.287523 -1.848630 4.175102  0.025
H -0.084185 1.410017 2.781378  0.108
H 1.074917 -5.144893 0.880361  0.053
H -1.947345 3.009016 -0.766177  0.009
H -0.970713 0.697644 0.040994  0.107
H -2.020359 -0.126710 2.633347  0.105
H -0.235245 -0.683902 0.758596  0.085
H 1.809046 3.993131 1.015491  0.121
H -3.206667 0.448501 0.010472  0.114
H -4.056912 -0.300066 1.444264  0.125
H 3.140822 -0.626384 -1.379201  -0.018
H 3.833828 4.060523 -2.579215  0.027
H 2.820983 -1.990846 1.701661  0.002
H 0.267288 -1.771600 -4.108184  0.004
H -0.102459 -4.113915 0.507378  0.008
H -0.055444 2.570784 -1.904478  0.003
H -3.609987 2.704594 2.202501  0.041
H 1.896113 2.921512 2.542269  0.120
H -1.428050 -2.825939 0.900300  0.008

Atomic forces in eV per Å
-0.278 0.801 0.362
0.170 -0.500 -1.103
-0.843 0.557 -0.049
0.224 -0.129 0.038
0.365 0.561 -0.271
-0.875 -0.642 0.164
1.094 -0.228 -0.280
-0.112 -0.955 0.205
-0.487 -0.077 1.295
0.029 -0.214 -0.285
0.253 -0.236 1.044
-0.318 0.060 -0.421
-1.820 0.358 -0.685
-0.080 0.042 -0.690
0.242 0.715 -0.497
-0.518 0.551 0.478
0.310 -0.338 1.295
0.332 0.888 -0.565
1.595 0.399 -1.510
1.603 0.193 0.584
-1.066 -0.055 -0.823
-0.076 -0.470 -0.011
-0.331 -0.328 -0.425
0.596 -0.588 0.649
0.446 -0.626 -0.189
0.056 -0.524 -0.376
0.011 -0.462 0.283
0.138 -0.077 0.253
-0.376 -0.098 0.493
0.110 -0.445 0.393
0.194 0.430 -0.296
0.329 0.373 0.041
-0.230 0.341 -0.309
-0.265 0.083 0.531
-0.427 -0.167 0.414
0.022 0.206 -0.432
0.597 0.123 -0.664
-0.181 0.768 0.560
-0.028 -0.167 -0.265
0.414 0.285 0.118
1.039 0.024 0.192
-0.296 -0.142 0.319
-0.464 0.074 -0.018
0.362 -0.068 -0.032
0.037 -0.070 -0.089
-0.195 -0.744 -0.329
-0.356 -0.152 0.291
0.271 0.084 0.657
-0.478 0.164 0.096
-0.207 -0.289 -0.327
-0.196 0.272 -0.065
-0.954 -0.482 -0.165
0.191 0.450 0.398
0.014 -0.065 -0.215
0.167 -0.824 0.491
0.649 0.252 -0.426
0.001 -0.154 -0.017
-0.255 0.540 -0.029
-0.146 0.718 0.213

2S+1: 2
net charge: -1
Kohn-Sham gap (alpha / beta): 2.28 / 9.13 eV
HOMO level (alpha / beta): 0.0 / -7.0 eV
lowest unoccupied orbital energy (alpha / beta): 0.0822 / 0.0793 Eh



No. 3
C47H56N2P2PtSb as an isolated structure. Source: the OMol25 dataset; level of theory: ωB97M-V/def2-TZVPD.

Each line ends with the Löwdin charge.
Element x y z (Å)
Pt 0.432911 -0.652569 0.570515  0.592
Sb 2.735673 -0.964627 2.009357  1.310
P 0.596814 -1.844323 -1.355422  0.857
P -0.336984 1.080529 -0.709706  0.926
N -0.519568 -0.289131 2.416827  -0.174
N -0.584392 -0.196274 -3.163117  -0.168
C -0.751533 0.973129 2.923291  -0.337
C 2.912767 -2.471868 3.503880  -0.298
C 2.187964 4.905024 -0.400134  -0.073
C -2.642008 2.144008 -1.923778  -0.078
C 1.371553 -4.379203 -0.574264  -0.084
C 0.133757 3.237554 3.199555  -0.261
C 1.223132 4.249146 2.963952  -0.030
C -0.748582 0.997252 -5.273804  -0.033
C -2.651620 -1.590994 2.227620  -0.045
C -1.273892 -1.474681 2.897819  -0.611
C 3.040742 -2.428182 -4.569972  -0.055
C 0.020539 3.856306 -0.419303  -0.061
C -2.905890 1.232656 0.287221  -0.083
C -1.246187 0.047024 -4.376641  -0.241
C 1.158085 -5.668204 -0.114057  -0.060
C -1.215552 -5.365556 -0.355259  -0.061
C 4.667224 -1.235803 1.136002  -0.307
C 3.236268 0.690316 3.247621  -0.281
C -0.993487 3.584372 3.943187  -0.024
C -2.009921 2.663994 4.156059  -0.265
C 0.228249 1.960396 2.682017  -0.063
C -3.233116 3.039011 4.948709  -0.045
C -1.006649 -4.073641 -0.813303  -0.093
C -1.885500 1.374693 3.648495  -0.021
C -0.135551 -6.162088 -0.001868  -0.059
C -2.087271 1.530194 -0.795976  -0.339
C 0.118828 0.861580 -2.486796  -0.311
C -3.993279 2.447203 -1.956264  -0.059
C -2.405037 -0.653768 -4.717456  -0.029
C 0.804322 5.002489 -0.393440  -0.078
C 3.206109 -1.265676 -2.058765  -0.117
C 1.936176 -2.435846 -3.735098  -0.062
C -2.556553 0.546829 -6.803431  -0.092
C 2.015977 2.508739 -0.451735  -0.112
C -1.406871 1.246360 -6.467019  -0.078
C -3.043581 -0.406972 -5.923970  -0.078
C -1.364215 -1.498714 4.441196  -0.028
C -0.818323 -1.425356 -2.452674  -0.325
C 4.231031 -1.847162 -4.148456  -0.059
C 2.794292 3.655370 -0.424405  -0.067
C 4.315889 -1.265192 -2.892419  -0.061
C 2.017757 -1.856578 -2.470587  -0.362
C 0.289987 -3.575001 -0.929721  -0.367
C 0.624477 2.603577 -0.456488  -0.351
C -4.800731 2.153072 -0.864855  -0.061
C -4.255457 1.549357 0.257417  -0.053
C -0.498129 -2.736691 2.508603  -0.088
H -2.223971 -5.749329 -0.272726  0.114
H -1.716599 -1.388735 -1.814605  0.092
H -5.855703 2.392744 -0.893746  0.111
H 2.001720 -6.291643 0.151729  0.112
H 2.754738 -3.459763 3.073866  0.011
H 4.753769 -2.229342 0.698513  0.013
H -0.300652 -7.169305 0.357036  0.112
H 1.098245 1.688628 2.101242  0.042
H 4.174666 0.457278 3.750564  0.021
H -2.480378 0.757974 1.156849  0.053
H -3.332844 4.120008 5.033709  0.076
H -1.372333 -2.534991 4.780249  0.084
H -4.416100 2.911316 -2.837548  0.112
H 2.450536 0.848360 3.982374  0.019
H -3.061971 0.739605 -7.739690  0.104
H 2.793953 5.801328 -0.379876  0.114
H -2.830309 -1.375118 -4.032586  0.104
H 0.329614 5.975493 -0.367789  0.117
H -4.139739 2.648700 4.484428  0.076
H 3.909686 -2.419244 3.940596  0.019
H 2.178436 3.771421 2.745486  0.067
H 0.173447 1.520602 -5.056741  0.110
H 3.248287 -0.797997 -1.085413  0.035
H 1.016681 -2.899061 -4.074642  0.114
H -1.095726 -3.613211 2.758445  0.098
H -2.038002 2.383616 -2.789177  0.102
H -2.702365 0.692271 3.816128  0.092
H -2.528447 -1.676675 1.143272  0.068
H -2.250503 -1.024445 4.850853  0.073
H -3.942001 -0.959413 -6.167896  0.108
H -1.076933 4.585132 4.352558  0.115
H -0.955322 -2.240729 -3.167714  0.101
H -3.309684 -0.746087 2.426026  0.064
H -0.083315 1.813483 -2.972556  0.090
H 0.975386 4.888885 2.117760  0.060
H 5.091151 -1.845129 -4.805071  0.112
H 2.488589 1.531620 -0.485482  0.080
H 1.209857 0.733763 -2.506617  0.090
H 4.862244 -0.491109 0.364834  -0.002
H -1.002376 1.983322 -7.149041  0.108
H 3.351504 1.595497 2.653080  0.001
H -0.302905 -2.787694 1.435076  0.023
H 2.974867 -2.876566 -5.552447  0.113
H 5.240450 -0.808068 -2.563491  0.110
H 1.350907 4.892213 3.835167  0.085
H 3.874247 3.575382 -0.429334  0.110
H 0.444781 -2.808681 3.050980  0.041
H -3.179620 2.628537 5.959127  0.085
H -4.878953 1.320020 1.112528  0.112
H 5.407823 -1.122890 1.927086  0.016
H 2.382517 -3.997710 -0.666751  0.108
H -3.153841 -2.493489 2.584242  0.091
H 2.173614 -2.298513 4.284066  0.009
H -1.058674 3.939905 -0.414571  0.113
H -0.491490 -1.009167 4.875839  0.091
H -1.861602 -3.459075 -1.067360  0.103

Atomic forces in eV per Å
-0.050 0.008 0.260
-0.151 -0.386 0.095
0.369 0.170 -0.239
-0.386 0.132 -0.093
0.195 0.032 -0.036
0.099 -0.055 -0.046
0.245 0.230 -0.134
0.000 -0.006 0.009
0.000 -0.039 -0.037
0.047 -0.038 -0.027
0.024 0.016 0.001
-0.083 0.040 0.023
-0.070 -0.003 0.066
-0.001 -0.028 0.039
-0.051 -0.194 0.147
0.093 0.337 -0.056
-0.008 -0.008 -0.017
-0.063 -0.034 -0.024
0.021 0.002 0.071
-0.055 0.020 -0.035
0.011 -0.029 -0.010
-0.004 -0.038 -0.018
-0.019 0.043 -0.072
-0.035 0.017 -0.058
-0.052 0.097 0.032
0.156 0.078 -0.052
-0.238 -0.027 0.181
0.008 -0.010 -0.001
-0.006 0.022 -0.033
0.051 -0.083 -0.045
0.005 0.043 -0.012
-0.014 -0.007 -0.007
0.064 -0.128 -0.022
0.024 0.009 -0.008
0.047 0.004 0.043
0.003 -0.016 -0.090
0.005 0.005 -0.104
-0.012 -0.075 -0.044
-0.019 -0.011 -0.002
0.006 -0.006 -0.029
0.011 0.012 -0.004
-0.011 0.003 -0.016
-0.020 -0.063 -0.115
-0.135 0.066 -0.055
0.008 0.017 0.020
0.016 0.012 -0.002
0.003 0.003 0.004
0.014 0.039 0.059
-0.033 0.048 0.171
0.030 -0.073 0.089
0.001 -0.010 0.021
-0.032 -0.001 0.005
0.046 0.046 0.153
0.009 0.007 0.001
0.019 -0.043 -0.005
0.006 0.002 0.000
-0.005 0.005 0.000
-0.001 0.013 -0.001
-0.017 0.005 -0.018
0.001 0.006 0.000
0.053 -0.027 -0.027
-0.002 -0.031 -0.040
0.032 0.017 0.020
0.002 0.005 0.000
-0.036 -0.040 0.026
0.009 0.001 0.004
-0.052 0.010 -0.019
0.003 -0.002 0.007
0.000 -0.010 -0.002
-0.006 -0.007 0.004
0.001 -0.030 0.007
-0.006 -0.008 0.001
0.002 0.022 -0.039
0.011 -0.015 -0.013
0.008 0.008 -0.001
-0.001 0.018 0.053
0.018 0.008 0.021
-0.007 -0.063 -0.024
0.000 -0.002 0.001
-0.034 -0.091 0.033
-0.012 0.007 0.022
-0.042 0.075 -0.051
0.005 0.002 0.008
-0.007 -0.006 0.011
0.010 0.025 0.023
0.059 0.008 0.059
-0.008 0.013 -0.017
0.003 0.021 0.050
-0.004 -0.001 0.007
0.020 0.006 0.025
0.000 0.020 0.008
0.010 -0.004 0.041
0.000 -0.004 0.009
0.011 -0.021 0.013
0.023 -0.053 -0.068
-0.001 0.006 0.007
-0.005 -0.005 -0.012
0.019 -0.021 0.008
-0.017 0.003 0.004
-0.079 0.017 -0.074
-0.006 -0.002 0.002
0.009 0.003 -0.010
-0.017 -0.025 0.008
0.008 -0.003 -0.001
-0.066 0.009 -0.025
0.009 0.006 0.000
-0.003 0.002 0.025
0.011 -0.004 -0.021
0.008 -0.015 0.015

net charge: +1
Kohn-Sham gap: 5.62 eV
HOMO level: -8.9 eV
lowest unoccupied orbital energy: -0.1213 Eh



Number 1: strongest force on any atom 3.59 eV/A. Number 2: strongest force on any atom 2.23 eV/A. Number 3: strongest force on any atom 0.47 eV/A.